Run A
The following is a DFT calculation (ωB97M-V/def2-TZVPD) of a molecular structure, C29H22Br3N5O4W.

Element x y z (Å)
W1 0.23 -0.53 -0.47
O1 -0.89 4.30 2.12
C1 -0.28 4.68 0.98
C2 -0.23 6.04 0.71
C3 0.38 6.50 -0.43
C4 0.97 5.61 -1.35
C5 0.92 4.27 -1.10
C6 0.29 3.77 0.06
C7 0.20 2.37 0.29
O2 0.63 1.53 -0.77
N1 -0.25 1.80 1.35
N2 -0.41 0.43 1.20
C8 -1.11 -0.18 2.12
C9 -1.39 -1.53 1.79
C10 -2.03 -2.46 2.62
C11 -2.22 -3.74 2.17
C12 -1.77 -4.09 0.88
C13 -1.13 -3.16 0.12
N3 -0.93 -1.89 0.56
H1 -0.79 3.34 2.25
H2 -0.68 6.72 1.42
H3 0.42 7.56 -0.62
H4 1.46 5.99 -2.24
H5 1.35 3.57 -1.81
H6 -1.45 0.35 3.00
H7 -2.36 -2.15 3.60
H8 -2.71 -4.47 2.79
H9 -1.93 -5.08 0.49
H10 -0.76 -3.39 -0.87
O3 -6.68 1.39 -1.90
C14 -5.44 1.48 -1.40
C15 -5.09 2.30 -0.33
C16 -3.78 2.30 0.10
N4 -2.82 1.54 -0.45
C17 -3.21 0.79 -1.45
Br1 -1.80 -0.23 -2.30
C18 -4.46 0.68 -2.00
H11 -7.29 1.98 -1.45
H12 -5.82 2.93 0.16
H13 -3.47 2.93 0.93
H14 -4.70 0.05 -2.83
C19 1.84 -1.50 2.59
C20 2.20 -2.32 1.39
C21 3.07 -3.41 1.57
C22 3.53 -4.13 0.51
C23 3.14 -3.77 -0.79
C24 3.59 -4.39 -2.00
Br2 4.81 -5.81 -1.92
C25 3.16 -3.94 -3.21
C26 2.23 -2.89 -3.30
Br3 1.63 -2.31 -4.97
C27 1.76 -2.31 -2.16
O4 0.80 -1.34 -2.13
C28 2.23 -2.72 -0.91
N5 1.75 -2.00 0.18
H15 2.70 -1.43 3.25
H16 1.04 -1.99 3.16
H17 1.52 -0.50 2.32
H18 3.38 -3.65 2.58
H19 4.21 -4.96 0.66
H20 3.53 -4.40 -4.12
C29 1.87 0.80 -0.37
H21 2.55 0.76 -1.22
H22 2.31 1.24 0.52

## Properties
- Kohn-Sham gap (spin up / spin down): 6.52 / 6.52 eV
- LUMO energy (spin up / spin down): -0.254 / -0.254 Eh
- Molecular weight: 928.08 g mol⁻¹
- Net charge: +2
- 2S+1: 1


Run B
The following is a DFT calculation (ωB97M-V/def2-TZVPD) of a molecular structure, C29H22Br3N5O4W.

Element x y z (Å)
W1 0.36 0.01 0.87
O1 -2.04 3.60 -2.59
C1 -0.96 3.15 -3.24
C2 -0.67 3.75 -4.46
C3 0.43 3.34 -5.19
C4 1.28 2.33 -4.71
C5 1.00 1.75 -3.50
C6 -0.11 2.14 -2.75
C7 -0.38 1.50 -1.48
O2 0.46 0.58 -1.01
N1 -1.40 1.75 -0.72
N2 -1.35 0.96 0.42
C8 -2.54 1.23 1.18
C9 -2.87 0.16 2.18
C10 -4.14 -0.36 2.31
C11 -4.38 -1.36 3.24
C12 -3.33 -1.82 4.02
C13 -2.08 -1.27 3.86
N3 -1.87 -0.29 2.96
H1 -2.15 3.13 -1.74
H2 -1.33 4.52 -4.82
H3 0.64 3.81 -6.14
H4 2.13 2.03 -5.29
H5 1.65 0.97 -3.11
H6 -3.36 1.32 0.48
H7 -4.93 0.02 1.68
H8 -5.37 -1.77 3.35
H9 -3.48 -2.60 4.76
H10 -1.23 -1.57 4.45
O3 3.28 4.74 1.34
C14 2.94 3.46 1.21
C15 3.86 2.48 0.76
C16 3.46 1.19 0.60
N4 2.19 0.90 0.94
C17 1.30 1.79 1.37
Br1 -2.47 2.99 2.08
C18 1.62 3.12 1.51
H11 4.19 4.92 1.08
H12 4.88 2.76 0.53
H13 4.10 0.39 0.25
H14 0.91 3.87 1.82
C19 -1.60 -1.31 -2.04
C20 -0.61 -2.27 -1.46
C21 -0.38 -3.48 -2.14
C22 0.50 -4.42 -1.67
C23 1.16 -4.18 -0.45
C24 2.09 -5.04 0.19
Br2 2.54 -6.68 -0.61
C25 2.67 -4.69 1.38
C26 2.35 -3.47 2.01
Br3 3.15 -3.01 3.64
C27 1.45 -2.63 1.42
O4 1.05 -1.45 1.94
C28 0.86 -2.96 0.19
N5 0.02 -2.00 -0.31
H15 -2.45 -1.87 -2.42
H16 -1.15 -0.79 -2.89
H17 -1.94 -0.58 -1.32
H18 -0.92 -3.65 -3.07
H19 0.67 -5.34 -2.21
H20 3.38 -5.35 1.85
C29 -0.55 0.34 2.84
H21 -0.65 1.39 3.10
H22 0.11 -0.15 3.55

## Properties
- Kohn-Sham gap: 5.73 eV
- LUMO energy: -0.268 Eh
- Molecular weight: 928.08 g mol⁻¹
- Net charge: +2
- 2S+1: 1


Tell me which of them is the least stable. Sure, it is run A.


Run A
The following is a DFT calculation (ωB97M-V/def2-TZVPD) of 3 unconnected molecules or ions with the total composition CH9NO2.

Element x y z (Å)
C1 2.01 -1.06 0.21
N1 0.82 -0.93 -0.64
H1 1.80 -1.68 1.09
H2 2.87 -1.48 -0.33
H3 2.30 -0.09 0.56
H4 1.04 -0.42 -1.48
H5 0.42 -1.84 -0.89
O1 -1.46 -0.39 0.05
H6 -0.41 -0.47 -0.06
H7 -1.76 -0.76 0.89
O2 -1.13 2.29 0.17
H8 -1.79 2.59 0.82
H9 -1.29 1.34 0.03

## Properties
- Kohn-Sham gap: 10.83 eV
- LUMO energy: 0.027 Eh
- Structure (SMILES): CN.O.O
- Molecular weight: 67.09 g mol⁻¹
- 2S+1: 1


Run B
The following is a DFT calculation (ωB97M-V/def2-TZVPD) of 4 unconnected molecules or ions with the total composition CH9NO2.

Element x y z (Å)
C1 0.98 0.30 -0.79
N1 1.53 0.23 0.56
H1 -0.04 -0.30 -0.79
H2 0.66 1.31 -1.04
H3 1.67 -0.09 -1.59
H4 -0.56 -1.11 -0.73
H5 2.35 -0.36 0.67
H6 0.73 -0.15 1.15
H7 -1.26 -0.08 2.37
O1 -0.91 -0.41 1.47
H8 -1.37 0.17 0.32
H9 -1.94 -0.12 -1.09
O2 -1.84 0.61 -0.51

## Properties
- Kohn-Sham gap: 6.48 eV
- LUMO energy: -0.098 Eh
- Molecular weight: 67.09 g mol⁻¹
- 2S+1: 1


Tell me which of them is the least stable. Sure, it is run B.


Run A
The following is a DFT calculation (ωB97M-V/def2-TZVPD) of a gas-phase ion, C3H10N3O2 (charge +1).

Element x y z (Å)
C1 0.22 0.51 1.27
N1 0.22 -0.08 -0.10
C2 0.64 0.87 -1.21
C3 1.34 -1.03 0.07
N2 -0.99 -0.79 -0.17
N3 -2.29 -0.03 0.22
O1 -2.21 1.17 0.43
O2 -3.26 -0.72 0.25
H1 1.19 0.78 1.66
H2 -0.55 1.35 1.24
H3 -0.11 -0.27 1.88
H4 0.27 1.81 -1.12
H5 1.69 0.82 -1.33
H6 0.24 0.52 -2.17
H7 1.50 -1.73 -0.77
H8 2.17 -0.48 0.13
H9 1.07 -1.59 0.88
H10 -1.14 -1.10 -1.18

## Properties
- Kohn-Sham gap: 11.46 eV
- LUMO energy: -0.161 Eh
- Structure (SMILES): C[N+](C)(C)N[N+](=O)[O-]
- Molecular weight: 120.13 g mol⁻¹
- Net charge: +1
- 2S+1: 1


Run B
The following is a DFT calculation (ωB97M-V/def2-TZVPD) of 2 unconnected molecules or ions with the total composition C3H10N3O2.

Element x y z (Å)
N1 -1.07 -1.25 -1.88
C1 -1.75 -0.34 -1.10
O1 -2.21 0.73 -1.78
O2 -2.00 -0.47 0.08
H1 -0.54 -1.90 -1.33
H2 -0.51 -0.82 -2.61
H3 -2.30 0.50 -2.71
C2 1.15 0.67 0.99
C3 2.33 0.13 1.31
N2 3.54 0.40 0.71
N3 -0.05 0.33 1.77
H4 0.99 1.26 0.10
H5 2.40 -0.51 2.19
H6 4.19 -0.37 0.73
H7 3.45 0.72 -0.24
H8 -0.74 -0.18 1.18
H9 -0.51 1.15 2.16
H10 0.18 -0.35 2.49

## Properties
- Kohn-Sham gap: 10.20 eV
- LUMO energy: -0.110 Eh
- Molecular weight: 120.13 g mol⁻¹
- Net charge: +1
- 2S+1: 1


Tell me which of them is the least stable. Sure, it is run A.


Run A
The following is a DFT calculation (ωB97M-V/def2-TZVPD) of 2 unconnected molecules or ions with the total composition C6H12N2O3.

Element x y z (Å)
N1 -1.97 1.38 1.15
C1 -2.80 0.70 0.16
C2 -2.80 -0.80 0.29
C3 -2.03 -0.13 -0.79
N2 -0.62 -0.13 -0.62
H1 -1.81 2.32 0.82
H2 -2.54 1.53 1.98
H3 -3.70 1.20 -0.22
H4 -3.70 -1.38 0.07
H5 -2.18 -1.14 1.13
H6 -2.43 -0.27 -1.78
H7 -0.25 -0.96 -1.07
H8 -0.25 0.64 -1.16
O1 2.91 2.27 -0.70
C4 2.59 1.11 -0.46
C5 3.36 0.07 0.30
O2 4.42 0.30 0.87
C6 2.89 -1.37 0.20
O3 1.53 -1.54 -0.13
H9 1.68 0.65 -0.85
H10 3.51 -1.88 -0.56
H11 3.13 -1.84 1.19
H12 1.06 -0.75 0.16

## Properties
- Kohn-Sham gap: 8.28 eV
- LUMO energy: -0.041 Eh
- Structure (SMILES): N[C@@H]1C[C@@H]1N.O=CC(=O)CO
- Molecular weight: 160.17 g mol⁻¹
- 2S+1: 1


Run B
The following is a DFT calculation (ωB97M-V/def2-TZVPD) of a molecular structure, C6H12N2O3.

Element x y z (Å)
C1 1.70 -0.82 0.27
C2 1.12 0.51 -0.18
C3 0.96 -2.00 -0.37
C4 -0.32 0.71 0.22
C5 -1.17 -0.92 -0.52
C6 -1.92 2.46 0.34
N1 -0.42 -1.96 0.04
N2 -2.52 -0.91 -0.09
O1 -2.82 -1.56 0.89
O2 -3.32 -0.21 -0.71
O3 -0.85 1.82 -0.33
H1 2.75 -0.86 0.00
H2 1.61 -0.91 1.35
H3 1.70 1.33 0.26
H4 1.18 0.61 -1.27
H5 1.07 -1.95 -1.47
H6 1.40 -2.94 -0.03
H7 -0.53 0.56 1.28
H8 -1.10 -0.71 -1.60
H9 -1.98 3.46 -0.10
H10 -1.72 2.54 1.41
H11 -2.86 1.93 0.18
H12 -0.90 -2.85 0.03

## Properties
- Kohn-Sham gap: 8.79 eV
- LUMO energy: 0.012 Eh
- Molecular weight: 160.17 g mol⁻¹
- 2S+1: 1


Tell me which of them is the least stable. Sure, it is run B.